Here is 3 unconnected molecules or ions with the total composition C14H30F4N2O11S2 from the Open Molecules 2025 dataset. Energies are from ωB97M-V/def2-TZVPD.

Geometry as XYZ:
```
63
Properties=species:S:1:pos:R:3:forces:R:3:lowdin_charge:R:1
O -0.2361 -5.5377 -2.3266 -0.230 1.276 -0.397 0.2530
C -0.1695 -4.3874 -2.5958 0.517 -1.505 1.101 -0.5483
O 1.0372 -3.6763 -2.4459 -0.540 0.317 -0.151 -0.0572
S 1.8929 -3.6467 -3.7876 -0.368 -1.421 -1.089 0.5850
O 2.8901 -4.6313 -3.7466 0.722 0.116 0.604 -0.1642
O 1.0132 -3.6274 -4.8914 -0.471 0.502 -0.020 -0.1804
F 2.5027 -2.2708 -3.6083 0.282 0.619 0.356 -0.0558
O -1.1771 -3.5371 -2.9406 0.124 -0.152 -0.308 -0.0704
S -2.1358 -3.9851 -4.1792 -1.056 -0.815 -2.730 0.7375
O -2.0452 -5.3524 -4.5381 0.350 -0.530 1.273 -0.1846
O -2.0034 -3.0898 -5.2646 0.200 1.318 0.615 -0.1935
C -3.8144 -3.7102 -3.4405 1.397 0.327 1.553 -0.7050
F -3.9427 -4.5102 -2.4007 -0.222 -0.631 0.181 0.1767
F -3.8554 -2.4704 -2.9819 -0.254 0.651 -0.235 0.1659
F -4.7354 -3.9300 -4.3201 -0.468 -0.112 -0.716 0.2202
C -3.2217 2.2685 -0.0393 0.148 -0.060 -0.040 -0.1093
O -2.1056 1.9348 0.7658 -0.249 0.095 -0.077 -0.2125
C -2.3924 1.9026 2.1600 0.368 0.004 0.200 -0.2096
C -2.3032 0.4871 2.6883 -0.109 -0.075 -0.224 -0.2156
N -3.3901 -0.3376 2.1774 0.133 -0.022 0.109 -0.0487
C -3.2269 -1.7655 2.4364 -0.174 0.082 -0.175 -0.1965
C -2.0382 -2.4714 1.7894 -0.043 -0.295 0.203 -0.2220
O -2.1086 -2.5556 0.3765 0.162 0.116 -0.034 -0.1784
C -1.6219 -1.4210 -0.3209 -0.183 -0.118 -0.114 -0.0871
H -2.8643 2.4113 -1.0582 0.051 -0.014 0.014 0.0873
H -3.9668 1.4661 -0.0447 -0.104 0.087 0.021 0.0802
H -3.6899 3.1971 0.2984 -0.055 -0.017 0.003 0.0894
H -3.3649 2.3509 2.3798 -0.073 -0.090 -0.087 0.1234
H -1.6301 2.5063 2.6613 -0.011 0.029 -0.013 0.1181
H -2.3485 0.5062 3.7809 -0.003 -0.029 0.009 0.1255
H -1.3218 0.0909 2.3935 0.103 0.112 0.137 0.1021
H -3.4603 -0.2013 1.1784 -0.034 0.028 -0.029 0.0674
H -4.1368 -2.2573 2.0842 0.024 -0.072 0.023 0.1190
H -3.1830 -1.9243 3.5182 0.062 0.030 0.011 0.1186
H -2.0440 -3.5046 2.1462 -0.006 -0.009 -0.025 0.1217
H -1.0767 -2.0469 2.1003 -0.017 0.124 -0.070 0.1116
H -0.8099 -0.9196 0.2112 -0.047 0.032 0.064 0.0932
H -2.4293 -0.7113 -0.5214 0.111 0.149 0.035 0.0765
H -1.2457 -1.7595 -1.2845 0.032 0.001 0.008 0.0689
C 1.0362 2.6395 -1.0240 -0.049 -0.159 0.085 -0.1048
O 2.0121 1.6540 -0.7353 -0.134 0.160 -0.123 -0.1987
C 3.3152 1.9672 -1.2093 0.192 -0.315 0.029 -0.2180
C 4.2508 2.2263 -0.0477 -0.179 0.148 0.115 -0.2159
N 3.9114 3.4710 0.6305 0.109 -0.127 0.030 -0.0508
C 4.5963 3.6670 1.9051 -0.175 0.138 -0.072 -0.1999
C 4.2979 2.6825 3.0332 0.219 0.111 0.182 -0.2273
O 2.9760 2.7572 3.5367 0.002 -0.143 -0.114 -0.1767
C 2.0114 1.9981 2.8299 -0.109 0.193 0.160 -0.1008
H 0.0647 2.2344 -0.7436 0.032 -0.028 0.067 0.0720
H 1.2084 3.5523 -0.4438 -0.029 0.091 -0.124 0.0823
H 1.0211 2.8811 -2.0911 0.034 0.071 0.007 0.0892
H 3.3007 2.8127 -1.9024 -0.071 0.088 0.088 0.1228
H 3.6775 1.0943 -1.7606 -0.001 0.008 -0.019 0.1184
H 5.2786 2.2874 -0.4168 0.017 0.010 0.024 0.1236
H 4.1806 1.3626 0.6272 0.099 -0.113 -0.108 0.1051
H 2.9151 3.4899 0.7998 -0.041 0.014 -0.036 0.0667
H 4.3265 4.6647 2.2596 0.045 -0.002 0.057 0.1184
H 5.6757 3.6793 1.7243 0.009 -0.067 -0.007 0.1175
H 4.9458 2.9497 3.8721 -0.016 0.003 0.013 0.1204
H 4.5515 1.6492 2.7689 -0.107 -0.016 -0.104 0.1104
H 2.4388 1.0921 2.3935 0.030 0.025 -0.066 0.0892
H 1.5347 2.5951 2.0473 0.007 -0.132 -0.119 0.0714
H 1.2323 1.7095 3.5372 0.048 -0.007 0.049 0.0833
```
Forces are in eV/Å.

2S+1: 1
HOMO: -0.322 Eh
Charge: 0
SMILES: O=C(OS(=O)(=O)F)OS(=O)(=O)C(F)(F)F.COCCNCCOC.COCCNCCOC
E_LUMO: -0.04 eV


Here is a molecular structure, C14H30F9O5PSSb from the Open Molecules 2025 dataset. Energies are from ωB97M-V/def2-TZVPD.

Geometry as XYZ:
```
61
Properties=species:S:1:pos:R:3:forces:R:3:lowdin_charge:R:1
C 1.1773 -0.6887 2.9306 0.017 0.029 0.015 -0.0643
C 0.2102 -1.8376 3.1827 -0.020 -0.105 0.033 -0.2656
O -1.0519 -1.4631 3.7468 0.122 0.067 -0.151 -0.2263
P -2.1654 -0.5342 3.0345 0.016 0.093 0.132 0.4981
O -3.5120 -1.0678 3.2504 -0.069 -0.170 0.061 -0.2689
C -1.6410 -0.2183 1.3474 -0.334 0.176 -0.047 -0.3556
C -2.7667 0.0864 0.3648 0.146 -0.132 -0.045 -0.3704
Sb -1.8695 0.8412 -1.5293 -0.137 -0.141 -0.126 1.2236
O -2.2475 2.7783 -0.8975 0.020 0.109 0.010 -0.4713
C -0.8611 1.5611 -3.3463 0.013 -0.004 0.093 -0.3492
C -0.3656 3.0005 -3.3397 0.085 -0.001 -0.165 -0.2729
C 0.7455 3.2879 -2.3391 0.080 0.240 0.038 -0.2590
O 1.7183 2.2570 -2.3363 -0.125 -0.260 -0.061 -0.2042
C 2.3835 2.0643 -1.1162 0.068 0.189 0.020 -0.1366
C -1.4967 -1.2550 -2.2160 -0.010 0.028 0.072 -0.3187
C -0.1172 -1.7616 -1.8009 -0.029 0.131 0.122 -0.2094
C 0.5528 -2.6455 -2.8140 0.112 -0.205 -0.013 -0.4765
F -0.3188 -3.5657 -3.3237 -0.053 -0.068 -0.021 0.1060
F 1.0320 -1.9515 -3.8745 0.000 0.098 -0.122 0.1127
C 1.7187 -3.5585 -2.3094 0.054 -0.058 0.061 -0.4251
F 1.2260 -4.4120 -1.3957 0.069 0.117 -0.127 0.1159
F 2.2007 -4.2747 -3.3335 -0.095 0.009 0.135 0.1248
S 3.2204 -2.7169 -1.4768 -0.099 0.168 0.015 0.7791
F 4.1655 -2.9553 -2.7240 -0.013 -0.036 -0.116 -0.1336
F 3.6694 -4.1222 -0.8802 -0.037 -0.126 0.015 -0.1403
F 2.3308 -2.4355 -0.1838 -0.015 -0.035 -0.022 -0.1426
F 2.8509 -1.2889 -2.0501 -0.025 -0.051 0.007 -0.1323
F 4.4428 -2.0609 -0.7197 0.100 0.083 0.068 -0.1251
O -1.9388 0.8985 3.7329 0.286 0.056 -0.139 -0.2146
C -1.4347 1.1114 5.0477 -0.297 -0.083 0.073 -0.2917
C -0.7785 2.4721 5.0974 0.099 -0.029 -0.073 -0.0792
H 1.0609 -0.2536 1.9388 -0.067 0.032 0.012 0.0613
H 2.2025 -1.0527 3.0160 0.002 -0.011 -0.040 0.0758
H 1.0432 0.1020 3.6706 -0.006 -0.034 0.040 0.0699
H 0.6340 -2.5314 3.9082 -0.017 0.030 0.048 0.1130
H 0.0380 -2.4054 2.2653 0.025 -0.004 -0.011 0.1053
H -1.0575 -1.0689 0.9863 0.016 -0.009 0.021 0.0666
H -0.9609 0.6362 1.3925 0.128 -0.068 0.016 0.0546
H -3.3116 -0.8274 0.1184 -0.071 0.050 0.037 0.0439
H -3.4719 0.8204 0.7533 0.059 0.061 -0.034 0.0489
H -3.4446 0.8294 -2.3003 0.004 0.072 0.045 -0.0374
H -0.2932 0.8489 -0.6769 0.063 0.075 0.105 -0.0090
H -1.6424 3.0331 -0.1925 -0.047 -0.094 -0.024 -0.0429
H -1.5746 1.4182 -4.1639 -0.035 -0.007 0.042 0.0449
H -0.0218 0.8805 -3.5183 -0.028 -0.006 0.011 0.0407
H -0.0048 3.2837 -4.3380 -0.017 -0.057 0.000 0.0968
H -1.1942 3.6683 -3.0921 0.039 0.048 -0.008 0.0933
H 0.3277 3.4155 -1.3348 -0.020 -0.167 -0.023 0.0907
H 1.2356 4.2356 -2.6120 -0.045 0.027 0.093 0.1149
H 3.3105 2.6537 -1.0720 -0.025 0.014 0.039 0.0807
H 1.7498 2.3415 -0.2669 0.001 -0.045 -0.011 0.0711
H 2.6344 1.0077 -1.0181 0.029 0.015 -0.044 0.0638
H -1.6237 -1.2515 -3.3004 0.068 0.042 -0.001 0.0521
H -2.2831 -1.8795 -1.7905 0.013 -0.077 -0.084 0.0450
H -0.1797 -2.3319 -0.8707 -0.030 0.043 0.010 0.1116
H 0.5550 -0.9195 -1.6066 0.039 -0.065 -0.019 0.0750
H -2.2717 1.0499 5.7494 0.049 0.016 0.041 0.1197
H -0.7245 0.3272 5.3129 0.023 -0.038 -0.065 0.1001
H -1.5112 3.2688 4.9731 0.014 0.002 0.019 0.0758
H -0.2546 2.5988 6.0468 -0.086 0.066 0.034 0.0730
H -0.0447 2.5576 4.2940 -0.005 0.000 0.007 0.0739
```
Forces are in eV/Å.

2S+1: 1
HOMO: -0.155 Eh
Charge: -1
E_LUMO: 2.27 eV


Here is a molecular structure, C14H30GaN5O3S from the Open Molecules 2025 dataset. Energies are from ωB97M-V/def2-TZVPD.

Geometry as XYZ:
```
54
Properties=species:S:1:pos:R:3:forces:R:3:lowdin_charge:R:1
Ga 0.7039 -0.1282 -0.0201 -0.080 -0.387 0.616 0.7595
N -2.1399 0.9025 0.5590 -0.138 -0.086 -0.075 0.0300
N -1.9730 2.1030 -0.1503 -0.279 0.017 0.205 -0.0242
C -0.6723 2.5821 -0.3918 -1.201 -0.025 -0.006 -0.7187
O -0.5712 3.7371 -0.7701 0.205 0.285 -0.015 0.0297
O 0.2675 1.7419 -0.2398 1.261 -0.953 0.121 -0.0899
H -2.8875 0.3533 0.1413 0.197 0.135 0.125 0.0866
H -2.3486 1.0613 1.5455 0.058 -0.036 -0.290 0.0883
H -2.6691 2.8371 -0.0371 0.328 -0.244 0.038 0.1398
C 2.8127 -2.6620 -1.2411 -0.174 0.028 -0.035 -0.0889
C 1.4683 -3.0044 -0.5938 -0.178 -0.218 0.041 -0.7660
C 0.3843 -3.0834 -1.6678 0.121 0.028 0.124 -0.1018
C 1.5982 -4.3774 0.0946 -0.071 0.137 -0.188 -0.0827
C 1.0491 -2.0812 0.5286 -0.026 1.384 -0.604 -0.1706
H 3.0456 -3.3659 -2.0390 0.135 -0.117 -0.133 0.0787
H 3.6099 -2.6963 -0.5000 0.087 0.020 0.060 0.0803
H 2.7774 -1.6597 -1.6674 0.070 -0.019 -0.005 0.0131
H 0.6041 -3.8712 -2.3865 -0.016 -0.095 -0.146 0.0796
H 0.3458 -2.1331 -2.2007 -0.065 -0.025 -0.100 0.0024
H -0.5843 -3.2777 -1.2093 -0.096 -0.053 0.054 0.0772
H 1.8780 -5.1323 -0.6380 0.076 -0.166 -0.072 0.0771
H 0.6543 -4.6638 0.5524 -0.093 -0.049 0.045 0.0743
H 2.3609 -4.3461 0.8703 0.092 -0.019 0.094 0.0759
H 1.9664 -1.8666 1.1173 -0.262 0.116 0.227 0.0109
C 0.9993 3.2936 -3.6576 0.304 0.195 0.005 -0.0515
N -0.0894 2.3556 -3.6980 -0.409 -0.324 0.252 -0.1471
C -1.4653 2.8217 -3.6816 -0.278 0.315 0.041 -0.1149
C -2.2652 1.5239 -3.4901 -0.322 0.048 -0.215 -0.1368
N -1.2527 0.6283 -2.9673 0.043 0.169 0.079 0.0264
C -0.0068 1.1152 -3.1923 -0.155 -0.038 -0.417 -0.8378
S 1.3892 0.2685 -2.9411 0.611 -0.443 0.300 0.7147
H 0.9046 3.9918 -4.4897 0.034 -0.035 -0.020 0.0912
H 1.9287 2.7310 -3.7420 -0.050 0.153 -0.030 0.0548
H 0.9885 3.8462 -2.7127 -0.015 -0.033 -0.048 0.0898
H -1.7028 3.3329 -4.6184 -0.044 -0.059 0.094 0.1239
H -1.6019 3.5167 -2.8447 -0.019 -0.070 -0.096 0.1078
H -2.6612 1.1553 -4.4473 0.044 0.053 0.170 0.1186
H -3.0870 1.6387 -2.7797 0.062 0.067 -0.119 0.1051
H -1.4040 -0.3606 -2.8507 0.175 0.071 -0.095 0.1334
C -0.2150 -1.7843 3.7537 0.128 -0.206 -0.363 -0.0248
N -0.1866 -0.3896 4.1381 -0.077 -0.002 -0.037 -0.1411
C -0.5964 -0.0607 5.4836 -0.041 0.309 0.227 -0.0490
C 0.2268 0.5423 3.2696 -0.005 0.116 0.125 -0.4683
C 0.1435 1.9784 3.7133 0.049 0.033 -0.225 0.0237
O 0.6659 0.2442 2.1592 0.118 0.214 -0.125 -0.0522
H 0.4874 -2.3570 4.3583 0.039 -0.072 0.058 0.0977
H 0.0629 -1.8691 2.6995 -0.033 -0.124 0.062 0.0421
H -1.2181 -2.1846 3.8963 -0.066 -0.044 0.034 0.0944
H -0.8165 -0.9778 6.0216 0.012 -0.036 -0.031 0.0902
H -1.4921 0.5641 5.4914 -0.023 -0.031 0.065 0.0900
H 0.1955 0.4669 6.0181 -0.045 -0.016 0.068 0.0936
H 0.8572 2.1695 4.5119 0.041 0.056 0.087 0.0917
H -0.8505 2.2218 4.0812 -0.067 0.051 0.078 0.0824
H 0.3822 2.6082 2.8616 0.034 0.024 -0.008 0.0913
```
Forces are in eV/Å.

2S+1: 1
HOMO: -0.235 Eh
Charge: 0
ΔE to the lowest compared entry with this formula, charge and spin: 1.052 eV
E_LUMO: 0.29 eV